No. 1
{"formula": "C5H6O2", "method": "ωB97M-V with the def2-TZVPD basis set", "species": ["O", "O", "C", "C", "C", "C", "C", "H", "H", "H", "H", "H", "H"], "xyz": [[2.111, -1.337, 0.442], [2.951, 0.245, -1.051], [-0.845, -0.146, 0.774], [2.522, -0.541, -0.303], [-0.344, 0.937, 0.244], [-1.550, -1.230, -0.003], [0.192, 2.004, -0.296], [1.219, 1.982, -0.664], [-1.027, -2.185, 0.138], [-2.585, -1.367, 0.338], [-0.720, -0.305, 1.851], [-0.356, 2.939, -0.396], [-1.569, -0.997, -1.072]], "de_lowest_kj_mol": 80.40, "charge": 0, "lumo_energy_ev": 0.64, "mol_weight_g_mol": 98.10, "orbital_gap_ev": 10.2}

No. 2
{"formula": "C4H10N2", "method": "ωB97M-V with the def2-TZVPD basis set", "species": ["N", "N", "C", "C", "C", "C", "H", "H", "H", "H", "H", "H", "H", "H", "H", "H"], "xyz": [[-0.577, 0.544, 0.578], [-2.207, 1.672, 1.621], [0.758, -0.863, -1.006], [-1.884, 0.876, 0.646], [-0.091, -0.846, 0.269], [2.055, -0.075, -0.759], [-2.468, 0.582, -0.225], [2.699, -0.701, -0.139], [0.855, -1.897, -1.339], [2.566, -0.037, -1.732], [-3.180, 1.997, 1.607], [-0.944, -1.531, 0.205], [1.940, 0.954, -0.445], [0.404, -1.157, 1.193], [-0.027, 0.968, 1.326], [0.100, -0.486, -1.801]], "de_lowest_kj_mol": 195.25, "charge": 1, "lumo_energy_ev": [-4.13, -8.48], "mol_weight_g_mol": 86.14, "orbital_gap_ev": [12.0, 7.6], "s_squared": 0.7874, "spin_multiplicity": 2}

No. 3
{"formula": "C2H11N3", "method": "ωB97M-V with the def2-TZVPD basis set", "species": ["N", "N", "N", "C", "C", "H", "H", "H", "H", "H", "H", "H", "H", "H", "H", "H"], "xyz": [[0.674, -0.964, 2.316], [0.803, 1.123, 0.852], [0.048, -0.598, -1.756], [-0.033, 0.222, 1.653], [-1.077, 0.347, -1.879], [-0.246, -1.537, -1.954], [1.242, -0.766, 3.126], [0.884, -0.285, -2.333], [0.396, 1.411, 0.013], [1.606, 0.679, 0.293], [-0.750, 1.452, -2.203], [-1.537, 0.426, -0.894], [-0.661, -0.338, 1.009], [-0.587, 0.593, 2.615], [1.094, -1.679, 1.751], [-1.856, -0.086, -2.610]], "de_lowest_kj_mol": 161.92, "charge": 0, "lumo_energy_ev": 0.91, "mol_weight_g_mol": 77.13, "orbital_gap_ev": 9.6}

No. 4
{"formula": "C23H31ClN4O3S", "method": "ωB97M-V with the def2-TZVPD basis set", "species": ["Cl", "S", "O", "O", "O", "N", "N", "N", "N", "C", "C", "C", "C", "C", "C", "C", "C", "C", "C", "C", "C", "C", "C", "C", "C", "C", "C", "C", "C", "C", "C", "C", "H", "H", "H", "H", "H", "H", "H", "H", "H", "H", "H", "H", "H", "H", "H", "H", "H", "H", "H", "H", "H", "H", "H", "H", "H", "H", "H", "H", "H", "H", "H"], "xyz": [[-1.420, -3.090, -2.149], [3.134, -1.131, 1.700], [-0.106, 1.761, -0.972], [4.284, -1.980, 1.670], [2.436, -0.642, 2.922], [-5.125, -0.839, 1.794], [3.752, 0.219, 0.982], [-3.204, 1.776, -1.132], [-0.758, -0.281, -1.536], [-3.482, -1.128, 1.474], [-5.645, -2.142, 2.189], [1.882, -1.653, 0.359], [6.855, 0.889, -1.107], [-3.685, 0.732, -0.454], [-0.861, 1.231, -1.519], [-3.097, 0.405, 0.934], [6.911, -0.258, -1.889], [-5.038, 0.646, -0.149], [4.750, 0.030, 0.168], [3.111, 2.636, 0.649], [-2.960, 2.957, -0.223], [4.698, -0.821, -0.987], [5.756, -0.903, -1.789], [-2.100, 1.750, -2.074], [5.886, 1.071, -0.199], [3.562, 1.407, 1.408], [-0.129, -2.450, -1.048], [0.771, -3.259, -0.876], [-5.601, -0.654, 0.380], [0.979, -0.620, 0.026], [1.867, -2.979, 0.202], [0.076, -1.010, -0.935], [6.005, 1.727, 0.650], [2.814, 1.377, 2.396], [3.947, 2.768, -0.230], [-3.058, 0.961, 1.720], [-5.328, 1.651, 0.460], [-4.873, -2.366, 3.083], [1.294, 0.259, -0.004], [-3.731, 3.133, 0.294], [-5.538, -1.276, -0.497], [4.474, 1.949, 2.030], [-3.285, -1.922, 0.662], [-2.896, -1.284, 2.152], [2.976, 3.548, 1.056], [-6.722, -0.416, 0.519], [0.669, -4.318, -0.865], [7.649, -0.372, -2.732], [5.791, -1.859, -2.442], [-6.650, -2.066, 2.401], [-1.347, -0.711, -1.886], [-5.831, 1.132, -1.050], [-1.859, 0.277, 0.928], [4.002, -1.794, -0.954], [-5.569, -2.927, 1.441], [2.274, 2.446, 0.081], [-3.559, -0.184, -1.268], [-1.997, 2.948, 0.609], [-2.829, 4.132, -0.794], [7.658, 1.534, -0.928], [2.471, -3.880, 0.681], [-2.485, 1.166, -2.873], [-1.967, 2.696, -2.458]], "charge": 0, "lumo_energy_ev": 0.34, "mol_weight_g_mol": 479.05, "orbital_gap_ev": 8.3}

No. 5
{"formula": "C22H19N3O3", "method": "ωB97M-V with the def2-TZVPD basis set", "species": ["O", "O", "O", "N", "N", "N", "C", "C", "C", "C", "C", "C", "C", "C", "C", "C", "C", "C", "C", "C", "C", "C", "C", "C", "C", "C", "C", "C", "H", "H", "H", "H", "H", "H", "H", "H", "H", "H", "H", "H", "H", "H", "H", "H", "H", "H", "H"], "xyz": [[-2.238, -4.916, -0.246], [-2.791, -3.596, 1.529], [-0.655, 2.199, 0.081], [-1.604, -1.518, -2.458], [0.973, 0.761, -0.657], [-1.778, -0.710, -1.346], [-2.877, -2.271, 1.973], [-3.633, 1.712, 3.463], [3.786, 0.450, -1.445], [-2.211, -1.395, -0.223], [2.875, -0.737, -1.488], [4.927, 0.536, -2.258], [1.367, -0.348, -1.548], [4.161, 2.720, -0.722], [-2.150, -2.683, -0.623], [5.686, 1.740, -2.319], [-2.388, -3.785, 0.265], [2.041, 1.495, 0.067], [-1.843, -2.744, -2.029], [-0.362, 1.246, -0.617], [-2.620, -1.131, 1.166], [-3.447, -0.800, 3.823], [-1.486, 0.692, -1.492], [-2.843, 0.129, 1.682], [5.322, 2.829, -1.491], [3.383, 1.560, -0.691], [-3.301, 0.313, 3.005], [-3.269, -2.094, 3.320], [3.150, -1.453, -2.260], [-2.383, 1.277, -1.331], [0.816, -1.238, -1.241], [-3.941, 1.749, 4.502], [-2.764, 2.332, 3.340], [-2.673, 1.047, 1.096], [-3.770, -0.748, 4.878], [5.858, 3.779, -1.492], [-3.454, -2.945, 3.976], [6.551, 1.814, -2.959], [-1.802, -3.679, -2.578], [1.089, -0.120, -2.555], [-4.395, 2.093, 2.792], [2.186, 0.990, 1.023], [3.020, -1.228, -0.540], [5.183, -0.292, -2.914], [1.693, 2.547, 0.265], [-1.189, 0.850, -2.524], [3.799, 3.571, -0.200]], "de_lowest_kj_mol": 103.32, "charge": 0, "lumo_energy_ev": 0.32, "mol_weight_g_mol": 373.41, "orbital_gap_ev": 9.2}

No. 6
{"formula": "C20H37IrN7OS2Si", "method": "ωB97M-V with the def2-TZVPD basis set", "species": ["Ir", "S", "S", "Si", "O", "N", "N", "N", "N", "N", "N", "N", "C", "C", "C", "C", "C", "C", "C", "C", "C", "C", "C", "C", "C", "C", "C", "C", "C", "C", "C", "C", "H", "H", "H", "H", "H", "H", "H", "H", "H", "H", "H", "H", "H", "H", "H", "H", "H", "H", "H", "H", "H", "H", "H", "H", "H", "H", "H", "H", "H", "H", "H", "H", "H", "H", "H", "H", "H"], "xyz": [[-0.290, 0.131, 0.665], [-2.625, 3.430, 2.945], [1.071, -1.100, -1.917], [-2.327, -1.283, 2.980], [0.945, -1.156, -0.386], [-1.899, -1.032, 1.190], [-1.903, -1.796, -0.989], [2.961, 2.503, 2.257], [3.689, 2.102, -0.004], [-1.248, 1.465, 1.587], [2.110, 3.860, 0.451], [1.399, 1.527, 0.646], [-0.292, 0.982, -3.895], [2.386, -2.725, -3.641], [-1.728, -2.713, -3.228], [0.854, 1.831, -4.300], [-1.865, 2.305, 2.158], [1.020, 2.946, 0.258], [4.087, 2.106, 1.408], [2.515, -2.107, -2.250], [-2.464, -2.510, -1.941], [2.609, 1.175, -0.192], [-2.604, -3.100, 3.241], [-3.841, -2.221, 0.414], [-2.532, -1.700, 0.216], [-3.746, -3.101, -1.784], [1.885, 1.571, 2.090], [-3.838, -0.276, 3.385], [-0.815, -0.707, 3.912], [2.519, 3.843, 1.858], [-4.446, -2.919, -0.609], [3.246, 3.449, -0.373], [-2.615, -3.297, 4.315], [2.931, 0.172, 0.089], [2.955, 3.459, -1.425], [3.378, -1.438, -2.193], [1.731, 1.238, -4.578], [3.341, 4.543, 1.998], [1.045, 1.859, 2.723], [2.590, -2.843, -1.449], [0.611, 2.421, -5.192], [0.178, 3.261, 0.866], [0.722, 2.928, -0.792], [-4.367, -2.032, 1.335], [-3.996, -0.299, 4.465], [-0.630, 0.191, -4.551], [-0.650, -1.356, 4.773], [1.683, 4.154, 2.486], [-1.807, -3.706, 2.805], [0.093, -0.747, 3.304], [1.695, -3.565, -3.643], [-3.553, -3.452, 2.840], [2.299, 1.191, -1.240], [2.052, -1.995, -4.380], [-4.168, -3.675, -2.596], [3.361, -3.088, -3.962], [-0.673, -2.882, -3.032], [4.424, 1.109, 1.695], [1.144, 2.540, -3.523], [2.218, 0.565, 2.359], [4.069, 4.148, -0.229], [-4.745, -0.664, 2.921], [-2.122, -3.571, -3.768], [-0.933, 0.310, 4.288], [-3.736, 0.765, 3.087], [4.906, 2.810, 1.545], [-0.987, 1.314, -3.136], [-1.833, -1.836, -3.870], [-5.445, -3.316, -0.490]], "de_lowest_kj_mol": 136.75, "charge": 2, "lumo_energy_ev": [-5.28, -9.16], "mol_weight_g_mol": 676.00, "orbital_gap_ev": [7.8, 5.1], "s_squared": 8.8311, "spin_multiplicity": 6}

No. 7
{"formula": "C5H7N3OS", "method": "ωB97M-V with the def2-TZVPD basis set", "species": ["S", "O", "N", "N", "N", "C", "C", "C", "C", "C", "H", "H", "H", "H", "H", "H", "H"], "xyz": [[0.662, -2.816, -1.236], [2.012, -0.905, 0.097], [2.840, 0.074, -0.392], [-0.274, -0.783, 0.202], [5.752, 1.806, 0.877], [0.738, -1.387, -0.367], [3.869, 0.245, 0.379], [4.941, 1.162, 0.365], [-0.537, 0.627, 0.290], [-1.152, -1.567, 0.980], [-0.953, -2.527, 0.710], [-0.275, 1.206, -0.581], [-2.173, -1.307, 0.734], [3.950, -0.575, 1.213], [-0.123, 1.198, 1.241], [-1.658, 0.558, 0.266], [-1.032, -1.334, 2.104]], "de_lowest_kj_mol": 498.30, "charge": 0, "lumo_energy_ev": -0.26, "mol_weight_g_mol": 157.20, "orbital_gap_ev": 8.6}

No. 8
{"formula": "C22H26I2MoN6OS2", "method": "ωB97M-V with the def2-TZVPD basis set", "species": ["I", "I", "Mo", "S", "S", "O", "N", "N", "N", "N", "N", "N", "C", "C", "C", "C", "C", "C", "C", "C", "C", "C", "C", "C", "C", "C", "C", "C", "C", "C", "C", "C", "C", "C", "H", "H", "H", "H", "H", "H", "H", "H", "H", "H", "H", "H", "H", "H", "H", "H", "H", "H", "H", "H", "H", "H", "H", "H", "H", "H"], "xyz": [[0.127, -2.983, -0.787], [-2.479, -1.199, 0.763], [0.106, -0.127, -0.168], [1.430, -0.695, 1.709], [2.375, 0.929, 3.956], [-0.891, 0.855, -1.310], [0.568, 1.774, 2.186], [1.692, -0.451, -2.439], [1.809, 0.248, -1.285], [3.467, 0.671, -2.555], [-0.226, 1.546, 1.097], [2.677, -0.199, -3.197], [4.651, 1.252, -3.183], [1.217, 3.452, 6.148], [-1.894, -3.123, -0.010], [0.268, 4.307, 6.683], [0.007, 5.363, 4.539], [3.691, 3.600, -3.207], [-2.810, 1.747, -2.372], [-0.338, 5.265, 5.880], [1.571, 3.547, 4.804], [3.448, 2.132, -5.253], [2.690, 2.718, 4.250], [-1.618, 3.211, 2.211], [0.956, 4.505, 4.004], [-3.460, 3.029, 0.009], [-4.320, 3.083, -1.063], [1.357, 0.846, 2.564], [-1.318, 2.311, 1.054], [-3.991, 2.452, -2.262], [2.922, 0.955, -1.374], [-2.253, 2.302, -0.051], [-1.976, 1.634, -1.268], [4.314, 2.487, -4.047], [3.508, 2.649, 4.967], [-2.561, -3.400, -0.818], [1.705, 2.721, 6.782], [-1.068, 5.941, 6.303], [3.070, 3.130, 3.317], [3.331, 1.613, -0.626], [3.612, 4.507, -3.804], [5.097, 0.475, -3.801], [0.015, 4.243, 7.733], [-2.398, 2.745, 2.822], [3.265, 3.029, -5.843], [1.251, 4.599, 2.965], [2.682, 3.341, -2.873], [-2.526, 1.247, -3.289], [-0.450, 6.123, 3.918], [3.945, 1.403, -5.893], [-0.747, 3.358, 2.835], [-1.914, -3.845, 0.797], [5.340, 1.531, -2.388], [2.481, 1.723, -4.959], [-4.666, 2.508, -3.105], [5.281, 2.838, -4.415], [4.307, 3.832, -2.335], [-1.988, 4.177, 1.877], [-5.248, 3.630, -0.974], [-3.732, 3.536, 0.922]], "de_lowest_kj_mol": 9.87, "charge": 2, "lumo_energy_ev": [-7.64, -7.74], "mol_weight_g_mol": 804.37, "orbital_gap_ev": [5.7, 5.6]}

Calculated total energy values (in a.u.) by entry order: -344.57129, -267.57436, -246.98863, -2197.43945, -1239.74000, -2432.34387, -832.24348, -2717.09150.